C6H8AgLiO6 | wB97M-V/def2-TZVPD

```
22
Properties=species:S:1:pos:R:3:nbo_charge:R:1
O -0.63261 -2.08116 3.29078 -0.46
C 0.14910 -1.54646 2.37487 1.00
C -1.97620 -2.19269 2.78757 -0.10
O -0.46506 -1.39912 1.21349 -0.46
C -1.80462 -1.91489 1.29046 -0.10
H -2.59649 -1.44517 3.29535 0.20
H -2.34349 -3.20012 3.00190 0.21
H -2.49094 -1.15513 0.90588 0.22
H -1.85729 -2.82133 0.67665 0.20
O 1.21533 -1.01782 2.62492 -0.68
Li 2.26618 -0.17706 1.25797 0.83
C 1.93323 1.49924 0.06767 -1.05
C 1.26281 1.14009 -1.20657 -0.09
O 0.95306 2.32749 -2.06233 -0.55
C 0.38655 2.14232 -3.24599 0.96
O 0.10223 0.98566 -3.66612 -0.83
O 0.18132 3.17429 -3.95236 -0.84
H 1.29433 2.17677 0.66654 0.18
H 2.88619 2.02662 -0.12616 0.18
H 0.29484 0.64051 -1.04905 0.16
H 1.88025 0.48581 -1.83992 0.17
Ag -0.63871 2.35216 -6.30554 0.87
```

Values from the calculation:
- E: -839.297968 Eh
- Energy above the lowest of the compared OMol25 structures with the same formula, charge and spin: 114.7 kJ/mol
- Multiplicity: 1
- Lowest unoccupied orbital energy: -1.8 eV
- Charge: 0